A structure of composition C42H97CaF12N9O21S4 in a non-equilibrium geometry. Source: the Open Molecules 2025 dataset; level of theory: ωB97M-V/def2-TZVPD.

DFT total energy in hartree: -7199.58713
Net charge: -1
Spin multiplicity: 2
⟨S²⟩: 0.75

Element x y z (Å)
Ca: 23.9290 -4.9912 -1.7666
O: 23.7982 -5.1266 -4.2081
C: 24.5596 -4.1195 -4.7863
C: 24.0535 -3.4026 -6.0656
O: 23.9569 -4.2692 -7.1798
H: 25.5577 -4.5308 -4.9364
H: 24.6800 -3.3171 -4.0584
H: 24.8512 -2.6926 -6.2839
H: 23.1978 -2.7534 -5.8807
C: 22.2616 -9.1428 -1.3681
F: 22.6028 -9.6192 -2.5313
F: 21.1995 -9.8828 -0.9062
F: 23.2703 -9.2990 -0.4959
S: 21.5487 -7.3381 -1.5207
O: 21.9259 -7.0335 -2.9359
O: 20.1363 -7.3557 -1.2255
N: 22.5937 -6.3028 -0.5223
S: 22.1634 -6.6917 0.9776
O: 21.3488 -7.9113 1.0859
O: 23.3027 -6.5821 1.8712
C: 20.9470 -5.2167 1.4953
F: 20.7841 -4.3608 0.4834
F: 19.8298 -5.6834 1.8605
F: 21.3700 -4.4685 2.5034
C: 26.5818 -7.6167 0.4205
F: 25.4748 -7.8942 1.0530
F: 27.3021 -6.7026 1.0968
F: 27.2930 -8.7747 0.4586
S: 26.2440 -7.0763 -1.3846
O: 27.2886 -7.7627 -2.2188
O: 24.8892 -7.5346 -1.6734
N: 26.0773 -5.4251 -1.3944
S: 27.5620 -5.0695 -1.8821
O: 28.6207 -5.4695 -0.9372
O: 27.8934 -5.3175 -3.2876
C: 27.5509 -3.0889 -1.8676
F: 26.7053 -2.6333 -2.6992
F: 27.2561 -2.6894 -0.6305
F: 28.7334 -2.6484 -2.1694
C: 25.1252 -17.1094 4.2680
O: 25.5870 -15.8304 4.1238
C: 26.9563 -15.7191 3.7435
C: 27.4578 -16.2554 2.4409
N: 27.2085 -15.3501 1.3794
C: 25.8757 -15.1543 0.8144
C: 25.5710 -13.5993 0.4573
O: 26.0081 -12.7783 1.4511
C: 25.8376 -11.3453 1.2004
H: 24.8546 -17.6518 3.3621
H: 24.1387 -17.0595 4.7289
H: 25.7062 -17.8210 4.8546
H: 27.6590 -15.9720 4.5374
H: 27.1389 -14.6445 3.7326
H: 26.9015 -17.1833 2.3082
H: 28.5339 -16.4267 2.4119
H: 27.4966 -14.4548 1.7475
H: 25.1650 -15.6356 1.4862
H: 25.9224 -15.6925 -0.1323
H: 24.5359 -13.3142 0.2695
H: 26.1430 -13.4026 -0.4495
H: 26.2045 -11.2720 0.1766
H: 26.4843 -10.8510 1.9254
H: 24.7774 -11.1067 1.1159
C: 22.2276 -12.6089 -4.1259
O: 23.4236 -13.3230 -4.1946
C: 24.2504 -13.2198 -3.0337
C: 25.3702 -12.1367 -3.3015
N: 26.0391 -12.3245 -4.5864
C: 26.6486 -11.0932 -5.0641
C: 27.2464 -11.2554 -6.4820
O: 26.3807 -12.1125 -7.2600
C: 26.8623 -12.6105 -8.5360
H: 21.4343 -13.1894 -3.6549
H: 21.7617 -12.6175 -5.1113
H: 22.3330 -11.5934 -3.7442
H: 24.8358 -14.1366 -2.9639
H: 23.8033 -13.1470 -2.0422
H: 26.0957 -12.0991 -2.4889
H: 24.8592 -11.1781 -3.2122
H: 26.7041 -13.0847 -4.5864
H: 27.3695 -10.6646 -4.3680
H: 25.8444 -10.3727 -5.2132
H: 28.2432 -11.6960 -6.4998
H: 27.3980 -10.2772 -6.9383
H: 27.9121 -12.9033 -8.5184
H: 26.6267 -12.0551 -9.4437
H: 26.3662 -13.5755 -8.6396
C: 11.5075 -10.7370 1.0226
O: 12.3111 -9.6036 0.7779
C: 13.2080 -9.7489 -0.3315
C: 13.8546 -8.3643 -0.6522
N: 14.7632 -7.9969 0.4069
C: 16.0467 -8.7296 0.5722
C: 16.9306 -8.8507 -0.6312
O: 17.6867 -9.9865 -0.5984
C: 18.5658 -10.0208 0.4928
H: 10.8115 -10.9254 0.2052
H: 11.0443 -10.6933 2.0084
H: 12.1427 -11.6216 1.0689
H: 12.5921 -10.1123 -1.1541
H: 13.9456 -10.5300 -0.1476
H: 13.0019 -7.6872 -0.6016
H: 14.1497 -8.1607 -1.6816
H: 14.2300 -8.1710 1.2468
H: 15.8434 -9.6740 1.0771
H: 16.6575 -8.0642 1.1823
H: 17.6796 -8.0674 -0.7473
H: 16.2738 -8.8816 -1.5006
H: 19.3477 -9.2903 0.2850
H: 19.0570 -10.9799 0.6573
H: 18.1154 -9.8949 1.4773
C: 18.0193 -2.9307 -0.9900
O: 19.3367 -2.6666 -1.4831
C: 19.6547 -3.5685 -2.5431
C: 21.1305 -3.4300 -2.9581
N: 22.0243 -3.4897 -1.7868
C: 22.8013 -2.3219 -1.7033
C: 23.3953 -2.2996 -0.2837
O: 24.4162 -3.3090 -0.2425
C: 24.9853 -3.3454 1.0007
H: 17.5105 -2.0432 -0.6139
H: 18.1321 -3.6283 -0.1601
H: 17.3008 -3.3123 -1.7154
H: 19.0268 -3.6639 -3.4290
H: 19.5505 -4.5748 -2.1372
H: 21.2887 -2.5578 -3.5924
H: 21.4490 -4.2165 -3.6422
H: 21.4455 -3.5813 -0.9641
H: 22.2074 -1.4083 -1.6747
H: 23.5561 -2.1355 -2.4671
H: 22.6295 -2.4262 0.4817
H: 23.6968 -1.2774 -0.0551
H: 25.7695 -4.1022 0.9822
H: 24.2614 -3.6227 1.7669
H: 25.4668 -2.4025 1.2599
C: 25.0152 -8.4518 4.5459
C: 23.8392 -8.2458 5.3772
C: 24.0463 -6.8905 6.2315
O: 25.0426 -7.1080 7.2500
C: 24.6824 -6.8309 8.5391
N: 22.6131 -8.1926 4.6326
H: 25.8654 -8.4711 5.2278
H: 25.1036 -7.7848 3.6884
H: 25.0180 -9.4586 4.1281
H: 23.7860 -9.0530 6.1077
H: 23.0831 -6.6883 6.7000
H: 24.3276 -6.0016 5.6668
H: 23.6799 -7.1162 8.8581
H: 24.8740 -5.7761 8.7358
H: 25.3658 -7.4513 9.1188
H: 21.7540 -8.2477 5.1608
H: 22.5917 -9.0835 4.1572
C: 20.0713 -9.4663 -5.0235
C: 20.6872 -8.3964 -5.9933
C: 20.0707 -6.9753 -5.9798
O: 20.9293 -5.8493 -6.1975
C: 20.3971 -4.6722 -6.6590
N: 22.0870 -8.4220 -5.5502
H: 20.0287 -9.2007 -3.9672
H: 20.7190 -10.3392 -5.1045
H: 19.1154 -9.8823 -5.3418
H: 20.6322 -8.6940 -7.0404
H: 19.4233 -6.8095 -5.1187
H: 19.4147 -6.9150 -6.8482
H: 20.6528 -3.8641 -5.9737
H: 19.3291 -4.6722 -6.8773
H: 20.9332 -4.4754 -7.5874
H: 22.0383 -8.3474 -4.5441
H: 22.2432 -9.4097 -5.6926
C: 17.2793 -1.5210 3.5893
C: 18.2091 -2.5176 2.8983
C: 19.3625 -1.8893 2.0593
O: 19.0195 -0.6567 1.5850
C: 19.8877 0.1045 0.7474
N: 18.7555 -3.4485 3.8218
H: 18.0218 -0.7437 3.7698
H: 16.7875 -1.6682 4.5508
H: 16.5381 -1.0930 2.9143
H: 17.5729 -3.1306 2.2599
H: 19.7761 -2.5215 1.2735
H: 20.2197 -1.6865 2.7014
H: 20.7963 0.4405 1.2471
H: 19.4262 1.0182 0.3727
H: 20.1072 -0.4627 -0.1570
H: 19.0533 -4.3269 3.4220
H: 19.6003 -3.0462 4.2021

Atomic forces in eV per Å
-1.0 -0.6 -3.4
-0.2 1.2 0.9
-0.4 -1.7 1.1
0.4 -1.2 -1.2
-0.1 1.3 1.5
0.4 0.3 -0.7
0.3 1.1 0.2
0.6 0.1 -0.2
-0.8 -0.4 0.0
-1.3 -0.5 2.2
0.2 0.3 -0.4
1.1 0.5 -0.6
-0.7 0.3 -0.7
1.9 1.1 -3.8
-0.6 -0.1 3.5
1.0 0.2 0.2
-3.7 -3.3 0.2
0.4 -0.5 2.3
1.1 2.0 -0.2
-1.2 0.6 -1.0
2.7 -0.2 -0.4
-0.4 -0.2 -0.5
-3.0 -1.6 0.3
1.3 0.2 0.7
1.7 -0.6 0.5
-0.8 0.5 0.0
-0.8 -0.3 -0.4
-0.1 0.8 -0.8
-0.5 -4.2 -2.5
-2.4 2.4 2.8
0.8 0.6 0.7
3.0 -2.2 0.2
5.2 3.1 -1.9
-2.0 0.7 -0.8
-1.3 0.4 1.7
0.6 -3.4 1.9
-2.1 1.0 -1.7
-0.2 0.5 0.6
1.4 0.2 -0.3
-1.8 -1.6 0.2
1.2 0.4 -0.6
1.0 1.7 1.5
-1.5 -0.8 -0.1
0.5 1.9 -1.3
-0.1 0.6 -0.2
0.4 -1.8 -0.3
0.7 1.3 2.3
0.5 -2.5 -1.2
0.5 0.2 -0.8
0.0 0.3 0.5
0.6 0.3 0.3
-0.3 -1.0 0.6
-0.3 0.3 -0.2
0.4 -0.5 -0.5
0.0 -0.3 0.6
0.2 0.4 -0.3
-0.6 0.4 -0.1
-0.7 0.0 -0.2
-0.5 -0.9 -0.3
0.1 0.1 -0.4
0.4 0.9 -0.1
-0.6 0.3 -0.2
-0.1 0.4 0.7
-0.9 -0.5 -0.7
0.3 -0.2 1.1
2.4 0.0 -1.3
-0.9 -0.4 0.4
-0.5 0.6 0.3
-0.5 -0.3 -1.3
0.0 -0.8 -0.4
0.6 0.5 -0.9
-0.4 -0.8 1.4
0.1 0.1 1.2
0.6 0.6 -0.5
-0.1 -0.1 0.1
-0.3 -0.5 -0.2
-0.7 0.5 -0.2
0.1 -0.3 0.5
0.2 0.3 -0.7
0.0 -0.1 0.2
0.3 0.2 0.0
-0.1 0.1 0.4
0.3 -0.4 0.4
-0.4 0.2 -0.1
0.4 0.5 0.1
0.0 0.7 0.3
-0.3 0.0 -0.1
1.0 -0.5 -0.2
0.3 0.6 0.3
-0.6 0.1 -1.0
-1.5 -0.9 0.8
0.8 0.5 -0.4
-0.6 1.7 0.8
-0.7 0.5 -1.0
0.2 -3.0 0.0
1.0 0.1 0.4
-0.4 0.2 0.1
-0.2 0.5 -0.3
0.2 -0.3 0.0
0.0 0.0 -0.5
0.2 0.0 0.3
-0.1 0.3 0.4
0.8 -0.8 0.1
0.1 0.3 0.3
0.5 -0.3 -0.2
-0.4 -0.3 1.0
-0.6 0.9 0.1
0.4 -0.1 -0.4
0.0 0.2 0.6
-0.1 -0.3 -1.0
-0.4 0.7 0.0
0.0 0.0 0.6
-1.1 0.4 -1.3
1.6 -1.4 0.4
-0.6 -0.6 -0.5
-1.0 -0.5 -1.6
0.4 2.1 2.8
0.1 0.4 -1.4
-1.4 1.4 -0.7
1.5 -0.8 1.8
0.6 0.4 0.1
-0.3 -0.3 0.0
0.4 -0.4 -0.4
-0.4 1.1 -0.1
0.1 -0.4 0.3
0.1 0.6 0.5
-0.4 -0.5 -0.1
0.2 0.3 -0.2
-0.5 0.3 -0.5
0.1 -0.6 -0.2
-0.2 -0.8 0.0
1.2 0.0 -0.1
0.0 0.0 0.1
-0.1 0.0 0.1
-0.1 0.2 0.0
1.3 -1.2 -1.0
-0.6 2.3 2.5
-0.4 -1.5 0.2
-0.6 -0.7 -2.4
0.7 0.0 1.1
-0.5 -0.3 -1.0
0.3 0.5 -0.3
0.1 0.3 0.3
-0.2 -0.2 -0.2
0.3 0.0 0.5
-0.1 0.1 0.2
0.0 -0.3 -0.5
-0.4 0.0 -0.4
-0.2 0.2 0.5
0.0 0.3 0.5
0.1 0.4 0.7
-0.1 0.0 -0.8
-1.0 -0.2 -1.4
0.4 0.5 1.5
-0.9 0.9 -0.8
0.9 -2.4 1.4
0.4 0.4 -0.8
0.1 0.1 -1.0
0.0 0.5 -0.1
0.1 0.0 0.1
-0.5 0.3 0.1
0.1 -0.5 0.1
0.1 0.0 0.5
-0.6 -0.4 -0.1
-0.2 0.2 0.2
-0.3 -0.2 0.2
-0.1 0.4 -0.3
0.4 0.5 0.2
1.1 -0.2 0.0
1.2 1.8 -0.4
-1.1 -1.2 -1.1
0.8 0.1 0.6
-1.6 2.8 -1.4
-0.1 -0.9 -0.1
0.9 -0.7 1.4
-0.5 0.9 0.4
0.3 -1.1 -0.2
0.1 0.0 -0.2
0.0 0.1 -0.5
-0.5 -0.4 -0.2
0.4 -0.5 0.8
0.3 -0.3 0.3
-0.6 -0.1 0.5
0.4 -0.3 0.0
-0.2 0.1 -0.2
0.2 -0.1 0.5

Mulliken population analysis, charges in e, atoms 1 to 6: 2.602, -0.607, 0.292, -0.512, -0.415, 0.376



A cluster of 4 separate species, C42H97IN4OP in total in a non-equilibrium geometry. Source: the Open Molecules 2025 dataset; level of theory: ωB97M-V/def2-TZVPD.

DFT total energy in hartree: -2591.69167
Net charge: -1

Element x y z (Å)
C: 13.0996 -2.1114 2.2144
C: 11.9399 -2.2526 1.2228
C: 10.9122 -1.1237 1.2905
C: 10.0726 -1.0074 0.0223
C: 8.8950 -0.0469 0.1723
C: 8.3330 0.4934 -1.1467
C: 7.0604 -0.2079 -1.6463
C: 6.1184 0.7395 -2.3982
C: 5.2597 1.5734 -1.4497
C: 4.0001 0.8508 -0.9707
C: 2.9948 1.7855 -0.2683
C: 1.6830 2.0398 -1.0316
C: 0.3967 1.6057 -0.3016
C: -0.7662 2.5633 -0.5225
C: -1.9858 2.3133 0.3650
C: -2.5478 0.8854 0.3259
C: -4.0003 0.7598 -0.1877
C: -5.0545 0.6732 0.9103
P: -6.4176 -0.6487 0.5565
N: -6.9649 -0.5439 2.2812
C: -7.7933 0.7627 0.1431
C: -7.6179 1.5152 -1.0981
O: -7.3042 1.1980 -2.2118
I: -8.2632 3.6957 -0.8638
C: -7.6628 -2.0754 0.0269
C: -8.8967 -2.2832 0.9010
C: -8.0754 -1.9441 -1.4381
C: -8.6795 -3.2054 -2.0564
H: 12.9303 -2.7116 3.1067
H: 14.0367 -2.4603 1.7839
H: 13.2255 -1.0758 2.5254
H: 11.4264 -3.1937 1.4159
H: 12.3338 -2.2722 0.2050
H: 11.4496 -0.1798 1.4168
H: 10.2603 -1.2508 2.1572
H: 10.7372 -0.6561 -0.7715
H: 9.7044 -1.9941 -0.2696
H: 8.1010 -0.5795 0.6988
H: 9.1998 0.7751 0.8222
H: 9.0945 0.3770 -1.9212
H: 8.1467 1.5654 -1.0702
H: 6.5227 -0.6378 -0.8003
H: 7.3428 -1.0279 -2.3082
H: 6.7158 1.3896 -3.0387
H: 5.4592 0.1459 -3.0332
H: 4.9529 2.5032 -1.9323
H: 5.8526 1.8502 -0.5735
H: 3.5211 0.3975 -1.8387
H: 4.2849 0.0543 -0.2823
H: 2.7583 1.3860 0.7174
H: 3.4890 2.7453 -0.1086
H: 1.5935 3.1010 -1.2663
H: 1.7201 1.5147 -1.9858
H: 0.5894 1.4962 0.7671
H: 0.1171 0.6223 -0.6789
H: -0.4014 3.5769 -0.3283
H: -1.0622 2.5279 -1.5750
H: -1.6929 2.5691 1.3873
H: -2.7742 3.0171 0.0988
H: -1.9068 0.2566 -0.2938
H: -2.4997 0.4584 1.3280
H: -4.2053 1.6375 -0.8024
H: -4.0710 -0.1237 -0.8241
H: -5.4623 1.6623 1.1368
H: -4.5772 0.3308 1.8300
H: -5.4248 -1.6716 0.9564
H: -5.9420 -0.7094 -0.8137
H: -7.8550 -0.0959 2.4380
H: -6.9316 -1.4353 2.7495
H: -7.7899 1.4758 0.9619
H: -8.8009 0.3464 0.0896
H: -7.0599 -2.9888 0.0874
H: -9.5888 -3.0091 0.4669
H: -8.6297 -2.6646 1.8856
H: -9.4517 -1.3566 1.0552
H: -8.7935 -1.1283 -1.5597
H: -7.1979 -1.6764 -2.0281
H: -8.0268 -4.0626 -1.8914
H: -9.6593 -3.4402 -1.6390
H: -8.8239 -3.0747 -3.1301
C: 8.5317 -6.8051 -5.0856
C: 9.1524 -6.1838 -3.8438
N: 8.3263 -5.1469 -3.2567
C: 9.0185 -4.3447 -2.2666
C: 9.4962 -5.0272 -0.9778
C: 6.9670 -5.5393 -2.9265
C: 6.7716 -6.7218 -1.9679
H: 8.2669 -6.0338 -5.8097
H: 9.2443 -7.4861 -5.5525
H: 7.6349 -7.3801 -4.8542
H: 10.1009 -5.7163 -4.1217
H: 9.4048 -6.9889 -3.1339
H: 8.3708 -3.5032 -2.0046
H: 9.8888 -3.9023 -2.7623
H: 8.6706 -5.2446 -0.3013
H: 10.1798 -4.3619 -0.4463
H: 10.0335 -5.9555 -1.1746
H: 6.4470 -5.7669 -3.8598
H: 6.4623 -4.6579 -2.5251
H: 7.4112 -7.5659 -2.2306
H: 5.7379 -7.0676 -2.0203
H: 6.9729 -6.4555 -0.9314
C: -3.0286 8.5516 -4.5784
C: -3.2066 7.0938 -4.1804
N: -4.3304 6.8821 -3.2924
C: -4.3352 5.5661 -2.6708
C: -4.5017 4.3387 -3.5731
C: -5.6122 7.3619 -3.7751
C: -6.1246 6.8224 -5.1181
H: -2.9773 9.1874 -3.6933
H: -2.1020 8.6702 -5.1426
H: -3.8434 8.9082 -5.2097
H: -2.3119 6.7641 -3.6447
H: -3.2559 6.4812 -5.0966
H: -5.1197 5.5526 -1.9096
H: -3.3964 5.4706 -2.1248
H: -5.5252 4.2330 -3.9291
H: -4.2729 3.4351 -3.0069
H: -3.8309 4.3620 -4.4348
H: -5.5622 8.4527 -3.8422
H: -6.3498 7.1526 -2.9977
H: -5.3457 6.8347 -5.8829
H: -6.9442 7.4494 -5.4761
H: -6.5030 5.8053 -5.0368
C: -5.6176 0.4791 5.2331
C: -6.4835 -0.2909 6.2147
N: -5.7667 -1.3425 6.9185
C: -6.6304 -2.2663 7.6227
C: -7.4684 -1.7333 8.7941
C: -4.5697 -0.9204 7.6182
C: -4.7062 0.1766 8.6847
H: -5.1332 -0.1946 4.5291
H: -6.2386 1.1559 4.6497
H: -4.8534 1.0757 5.7377
H: -7.2907 -0.7727 5.6565
H: -6.9689 0.4231 6.9022
H: -6.0146 -3.0987 7.9765
H: -7.3122 -2.6931 6.8807
H: -6.8617 -1.5382 9.6780
H: -8.2202 -2.4747 9.0741
H: -7.9946 -0.8160 8.5291
H: -3.8498 -0.5793 6.8712
H: -4.1212 -1.8102 8.0684
H: -5.3165 1.0073 8.3284
H: -3.7197 0.5772 8.9273
H: -5.1449 -0.1939 9.6109

Atomic forces in eV per Å
-0.1 -0.2 0.0
0.0 0.2 0.1
0.1 0.0 -0.1
0.0 0.0 0.1
0.0 -0.1 0.0
0.0 -0.2 -0.1
0.1 0.2 -0.1
0.1 -0.2 0.3
-0.1 0.0 0.0
0.0 0.2 0.1
0.1 0.0 -0.1
-0.2 0.0 0.1
0.1 -0.1 -0.2
-0.1 0.1 0.0
0.2 0.0 0.2
-0.2 -0.1 -0.1
0.3 0.2 0.4
0.1 0.0 0.0
0.6 -0.6 0.1
0.2 0.4 -0.1
0.1 0.6 0.1
0.5 -1.2 -2.2
-0.5 0.8 2.2
0.1 0.4 0.0
-0.3 0.1 -0.1
0.1 -0.1 0.1
0.0 -0.1 -0.1
-0.1 0.1 0.1
0.0 0.1 0.1
0.1 0.0 0.0
0.1 0.1 0.0
0.0 -0.2 -0.3
0.0 -0.1 -0.1
-0.1 0.1 0.1
0.0 0.0 0.1
0.0 -0.1 -0.1
0.0 -0.1 -0.1
-0.1 0.1 0.2
0.0 0.1 0.0
0.1 0.2 -0.1
-0.1 0.0 0.1
-0.1 -0.1 0.0
0.0 -0.2 0.1
0.0 0.0 -0.1
0.0 0.1 -0.2
0.0 0.1 -0.1
0.0 0.2 0.0
-0.1 -0.2 0.0
0.0 -0.2 -0.1
0.0 0.0 0.1
0.0 0.0 0.2
0.1 0.1 0.0
0.0 0.1 -0.2
0.0 0.1 0.1
0.0 -0.2 0.2
-0.1 0.1 -0.1
0.0 0.0 -0.1
0.0 0.0 0.1
-0.1 0.1 0.0
0.1 0.0 -0.1
0.0 -0.1 0.0
-0.1 -0.1 -0.4
-0.1 -0.1 -0.1
-0.2 0.0 0.0
-0.1 -0.1 0.1
-0.1 0.1 0.0
-0.2 0.1 -0.1
-0.2 -0.2 0.1
-0.1 -0.2 0.0
0.0 0.0 0.1
0.0 -0.2 -0.1
0.2 0.0 0.1
-0.1 0.0 -0.1
0.0 0.0 0.1
-0.1 0.1 0.0
0.0 0.1 0.0
0.0 0.1 0.0
0.0 -0.1 0.0
0.0 -0.1 0.1
0.1 0.0 -0.1
0.0 0.0 0.0
0.0 -0.1 0.0
0.0 0.0 0.0
0.1 0.1 0.1
0.0 0.1 0.0
-0.1 0.0 0.0
0.0 0.0 0.0
0.0 0.0 0.0
0.0 0.0 0.0
0.0 0.0 0.0
0.0 0.0 0.0
0.0 0.0 0.0
0.0 0.0 0.0
0.0 0.0 0.0
0.0 -0.1 0.0
0.0 0.0 0.0
0.0 0.0 0.0
0.0 0.0 0.0
0.0 0.0 0.0
0.0 0.0 0.0
0.0 0.0 0.0
0.1 0.0 0.0
0.0 0.0 0.0
0.0 0.0 -0.1
0.0 0.0 0.0
-0.1 -0.1 0.1
0.0 0.0 0.0
-0.1 0.1 0.0
0.0 0.0 0.0
0.0 0.0 0.0
0.0 0.0 0.0
0.0 0.0 0.0
0.0 0.0 0.0
0.0 0.0 0.0
0.0 0.0 -0.1
0.2 0.0 0.0
0.0 0.0 0.0
0.0 0.0 0.0
0.0 0.0 0.0
0.0 0.0 0.0
0.0 -0.1 0.0
0.0 0.0 0.0
0.0 0.0 0.0
0.0 0.0 0.0
0.1 0.1 0.1
0.0 0.1 -0.1
0.0 0.0 0.0
-0.1 -0.1 0.0
0.0 -0.1 0.0
0.2 0.0 0.0
0.0 0.0 0.0
0.0 0.0 0.0
0.0 0.0 -0.1
0.0 0.0 0.0
0.0 0.0 0.0
0.0 0.0 0.0
0.0 0.0 0.0
0.0 0.0 0.0
0.0 0.0 0.0
0.0 0.0 0.0
0.0 0.0 0.0
0.0 0.0 0.0
0.0 0.0 0.0
0.0 0.0 0.0
0.0 0.0 0.0
-0.1 0.0 0.0

Mulliken population analysis, charges in e, atoms 1 to 6: -1.239, -0.127, -0.773, -0.017, -0.849, -0.717